Run w
120
Properties=species:S:1:pos:R:3 method="wB97M-V/def2-TZVPD" homo_lumo_gap_ev=8.87 e_homo_ev=-9.5
H -5.789 -1.822 -0.502
H -6.693 -0.789 -0.756
O -6.664 -1.660 -0.373
H 3.337 -5.059 2.379
H 2.312 -4.825 3.303
O 3.038 -5.316 3.264
H 3.511 1.675 -1.325
H 3.004 0.698 -0.403
O 2.758 1.406 -0.940
H 0.538 1.654 3.682
H 1.793 2.203 3.215
O 1.470 1.414 3.483
H -0.952 4.639 4.654
H 0.422 5.039 4.083
O -0.112 4.832 4.922
H -1.449 0.399 0.364
O -1.715 0.004 1.274
H -4.521 2.972 -3.926
O -3.841 3.564 -4.051
H -1.822 1.558 5.065
H -1.304 1.143 6.273
O -0.908 1.266 5.351
H 0.306 -2.535 2.180
H 0.494 -4.133 2.536
O 0.681 -3.427 1.980
H 1.307 1.249 0.411
H 0.972 0.798 1.908
O 0.733 0.682 1.073
H -2.556 -3.372 -2.399
H -3.907 -3.071 -3.152
O -3.483 -3.681 -2.638
H 2.414 4.447 -2.538
O 1.710 4.949 -2.891
H -0.935 1.769 -4.105
H -1.919 1.744 -5.289
O -1.783 1.841 -4.436
H 0.877 -4.120 -1.815
H 1.948 -3.213 -1.414
O 1.161 -3.367 -2.124
H -2.945 -1.300 5.091
H -1.985 -2.142 5.820
O -2.749 -1.652 5.943
H 2.027 -1.743 -4.610
H 2.790 -1.347 -3.431
O 2.682 -1.044 -4.432
H 1.228 2.619 -6.203
H 1.831 3.440 -4.868
O 1.136 2.824 -5.245
H -4.286 3.639 1.402
H -2.876 3.484 1.066
O -3.562 4.081 1.385
H -2.086 3.591 3.027
O -2.140 3.923 3.831
H -4.127 -2.932 0.951
H -3.196 -1.711 0.743
O -4.046 -2.059 0.968
H -0.848 -2.098 3.791
O -1.137 -2.214 2.842
H 3.909 -3.952 -1.634
H 3.703 -3.575 -0.096
O 3.760 -3.060 -0.972
H -2.039 6.025 0.156
H -1.273 4.816 -0.538
O -1.156 5.608 0.160
H -0.193 -6.311 -1.367
H 0.155 -6.223 -2.792
O 0.554 -6.057 -1.881
H -3.339 0.552 2.308
H -4.400 0.247 3.232
O -4.123 0.975 2.634
H 1.226 0.809 -2.407
H 1.132 1.047 -4.063
O 0.763 0.938 -3.191
H -2.102 0.643 -1.778
H -2.227 -0.783 -1.655
O -1.548 -0.156 -1.490
H 5.090 0.351 -0.322
H 6.324 1.047 0.073
O 5.711 0.973 -0.469
H -1.297 3.096 -2.515
H 0.111 2.242 -2.458
O -0.443 3.020 -2.156
H 3.850 -2.032 3.844
H 5.002 -2.520 3.076
O 4.029 -2.231 2.957
H 0.329 -1.331 -2.446
H -0.043 -0.739 -3.684
O -0.192 -1.482 -3.197
H 4.924 3.020 -3.204
O 4.438 2.820 -2.419
H 4.218 -0.183 1.167
H 3.632 -1.498 0.953
O 3.923 -0.700 0.653
H -2.957 3.387 4.201
H -0.972 -0.157 1.721
H -1.863 -1.640 2.753
H -3.050 3.170 -4.114
H 0.803 4.846 -2.542
H 5.182 2.414 -1.868
O -0.092 -1.259 5.040
H 1.011 -1.451 5.216
H -0.112 -0.305 5.053
O 1.889 -4.887 -4.193
H 2.298 -4.223 -4.697
H 1.220 -4.558 -3.658
O 2.342 2.987 0.886
H 3.084 3.265 0.315
H 2.709 2.046 1.104
O -2.442 -5.443 -0.638
H -2.305 -4.999 0.282
H -3.080 -4.956 -1.159
O 1.089 -1.784 0.152
H 0.567 -1.204 -0.393
H 0.615 -2.613 -0.105
O -3.709 -0.776 -3.751
H -4.026 0.123 -3.587
H -3.376 -0.765 -4.561
O 1.710 4.399 2.964
H 0.976 4.771 2.362
H 1.816 3.565 2.428

Run x
120
Properties=species:S:1:pos:R:3 method="wB97M-V/def2-TZVPD" homo_lumo_gap_ev=9.82 e_homo_ev=-10.7
H 5.472 3.262 0.040
H 5.985 3.298 1.613
O 5.941 2.857 0.729
H -1.077 3.438 4.976
H -2.176 2.404 4.825
O -1.408 2.803 4.422
H 3.549 4.611 0.988
H 3.777 5.697 -0.389
O 3.986 4.765 0.021
H -2.921 -3.993 3.031
H -1.439 -4.062 2.521
O -2.097 -3.572 2.848
H -1.507 -3.624 -3.572
H -2.736 -3.318 -2.849
O -1.805 -3.006 -2.940
H -1.591 3.234 -0.885
O -0.917 2.776 -0.422
H 1.719 5.277 3.950
O 1.826 4.499 4.484
H 3.091 -2.828 -3.313
H 2.001 -4.123 -4.053
O 2.891 -3.832 -3.393
H 0.828 3.110 2.102
H 2.206 2.597 1.845
O 1.625 3.333 2.195
H -5.396 -3.433 0.631
H -5.252 -2.722 -0.493
O -5.955 -3.024 0.014
H 2.316 2.110 5.768
H 0.754 1.981 6.217
O 1.394 1.900 5.543
H -0.906 2.512 -4.540
O -1.118 1.746 -5.056
H 4.111 4.509 -3.868
H 4.879 4.277 -2.510
O 4.116 4.600 -2.960
H 2.671 2.990 -1.477
H 2.417 1.571 -1.172
O 2.013 2.445 -1.271
H 3.038 -3.736 -1.299
H 2.622 -3.262 0.105
O 3.043 -2.987 -0.686
H -3.183 0.334 5.023
H -3.987 0.841 3.820
O -3.505 1.160 4.722
H -0.596 -0.754 2.058
H -0.338 0.417 0.980
O -0.154 -0.426 1.218
H -2.258 0.712 -0.445
H -2.961 1.029 -1.890
O -3.002 0.527 -1.039
H 3.368 0.899 1.808
O 3.309 0.603 2.743
H -0.069 -2.260 6.339
H -0.580 -1.046 5.730
O -0.390 -1.542 6.518
H 2.026 -2.200 3.804
O 1.872 -1.296 3.643
H -1.546 6.206 2.508
H -1.304 4.868 2.624
O -2.056 5.441 2.657
H 0.099 -5.186 4.168
H 0.280 -5.067 2.500
O 0.019 -5.692 3.247
H -0.382 -3.055 0.048
H -0.310 -1.881 0.980
O -0.398 -2.939 0.924
H 1.778 0.239 -6.027
H 1.998 1.722 -6.061
O 2.448 0.889 -5.996
H 3.834 -1.418 -5.013
H 4.186 -1.643 -3.586
O 4.436 -2.001 -4.437
H 4.170 -1.022 0.951
H 4.197 -1.190 -0.472
O 4.407 -0.440 0.270
H -5.107 -0.527 0.881
H -6.466 -0.763 1.211
O -5.591 -0.460 1.628
H -3.508 2.019 -3.915
H -3.894 3.119 -3.112
O -3.112 2.821 -3.489
H -2.656 -5.858 -0.832
H -2.721 -4.543 -0.026
O -3.174 -5.412 -0.048
H 4.956 -2.823 0.566
H 6.054 -3.028 -0.730
O 5.849 -3.248 0.180
H -4.382 -1.131 -3.169
O -4.680 -2.039 -3.684
H 0.318 3.427 -2.460
H -0.263 4.304 -3.794
O -0.412 3.860 -2.925
H 2.575 1.177 3.212
H -0.288 2.836 -0.949
H 2.561 -0.970 3.124
H 1.243 3.950 3.868
H -1.006 1.781 -6.039
H -4.921 -2.707 -3.037
O 0.306 -3.301 -4.811
H 0.181 -2.689 -4.182
H 0.648 -2.775 -5.528
O -1.121 -1.310 -1.495
H -2.143 -1.357 -1.869
H -1.108 -0.394 -1.318
O 0.724 -0.234 -2.705
H 0.323 -1.063 -2.659
H 1.552 -0.209 -3.196
O -3.999 3.162 2.123
H -3.924 4.031 2.492
H -3.401 3.017 1.442
O -3.079 -2.127 0.027
H -2.668 -2.320 0.887
H -2.929 -1.195 0.162
O -0.004 -0.993 -5.331
H 0.048 -0.173 -4.689
H -0.900 -1.079 -5.620
O -2.062 -0.815 3.223
H -2.147 -1.755 3.258
H -2.193 -0.521 2.427

Run y
120
Properties=species:S:1:pos:R:3 method="wB97M-V/def2-TZVPD" homo_lumo_gap_ev=9.99 e_homo_ev=-10.9
H 4.119 -0.316 3.965
H 3.228 0.242 2.930
O 3.092 -0.134 3.940
H 4.925 -2.447 2.105
H 5.665 -1.125 1.381
O 5.408 -1.631 2.222
H -3.978 -3.066 3.313
H -4.931 -1.757 3.510
O -5.052 -2.799 3.454
H 0.042 5.833 -2.268
H 0.777 5.497 -0.994
O 0.777 5.397 -2.026
H 2.403 -0.430 -3.716
H 2.049 0.604 -2.471
O 2.348 0.605 -3.429
H -0.458 -5.377 2.926
O -0.986 -4.759 3.406
H 2.405 -4.247 4.002
O 2.084 -4.246 4.871
H -6.300 -2.123 0.473
H -6.434 -0.548 0.170
O -5.695 -1.198 0.324
H -5.238 1.135 -4.372
H -4.415 0.859 -3.068
O -4.754 1.447 -3.604
H 4.012 -1.157 -2.487
H 3.075 -2.004 -1.450
O 3.688 -2.010 -2.245
H -2.196 2.326 1.896
H -3.588 2.494 1.281
O -3.066 2.915 1.863
H 1.941 -3.297 2.446
O 2.900 -3.097 2.005
H 0.443 3.202 3.446
H 1.561 4.031 2.873
O 0.930 4.045 3.487
H -2.679 -2.247 2.489
H -2.780 -1.834 1.191
O -2.856 -1.428 2.025
H -1.537 -2.254 -1.099
H -2.014 -0.836 -1.165
O -2.346 -1.659 -0.917
H -0.215 -2.814 3.158
H 0.181 -1.884 2.039
O 0.410 -2.177 3.001
H 4.380 1.919 3.125
H 3.985 2.539 1.892
O 3.940 1.739 2.365
H 0.499 -4.880 -1.183
H 1.332 -4.666 -0.067
O 1.164 -4.150 -0.847
H 1.322 -1.438 -2.277
O 1.137 -2.312 -2.795
H -1.664 -3.982 -2.594
H -0.262 -3.916 -3.148
O -0.820 -4.314 -2.489
H -0.982 0.379 -3.821
O -0.475 0.330 -2.821
H -1.781 1.959 -0.475
H -2.493 0.546 -0.388
O -2.727 1.526 -0.324
H 3.415 5.146 2.830
H 3.243 4.097 1.664
O 3.785 4.395 2.419
H -3.220 -3.843 -1.432
H -4.484 -3.768 -2.137
O -3.785 -4.278 -1.991
H -2.921 2.850 3.606
H -1.826 3.336 4.760
O -2.277 2.537 4.278
H -1.488 -4.175 -0.500
H -0.313 -3.619 0.094
O -0.899 -4.242 0.472
H -2.690 4.661 -1.599
H -1.908 3.797 -2.420
O -1.860 4.737 -2.171
H 0.253 2.953 -4.127
H 0.816 4.040 -3.381
O 1.042 3.083 -3.510
H 2.096 3.831 -0.991
H 3.406 2.846 -1.382
O 2.906 3.377 -0.763
H 1.025 -0.441 -0.640
H 2.656 -1.053 -0.236
O 1.833 -0.851 -0.860
H 5.160 -0.650 -3.326
H 4.557 0.915 -3.661
O 4.844 0.273 -2.987
H 6.363 2.490 0.211
O 6.356 1.693 0.737
H -5.214 2.997 -2.050
H -3.930 2.354 -1.591
O -4.472 3.143 -1.513
H 1.858 -2.890 -2.335
H -1.890 -4.705 2.916
H 0.371 0.494 -3.142
H 1.395 -3.651 4.994
H 3.021 -2.154 1.989
H 5.523 1.769 1.312
O -0.448 4.454 0.889
H -1.346 4.821 1.285
H -0.088 3.907 1.349
O 0.978 1.416 3.094
H 0.941 0.433 3.005
H 1.158 1.509 4.005
O -4.335 -0.226 -1.795
H -3.466 -0.646 -1.589
H -4.839 -0.436 -0.916
O -1.180 0.053 0.918
H -0.644 0.711 1.216
H -1.844 0.017 1.622
O -5.226 -1.331 -3.883
H -4.303 -1.480 -4.114
H -5.048 -0.830 -2.987
O 2.731 -2.535 -5.308
H 2.890 -2.494 -4.367
H 2.034 -3.127 -5.171
O 1.125 2.251 0.803
H 1.965 1.803 1.109
H 1.174 2.952 0.202

Run z
120
Properties=species:S:1:pos:R:3 method="wB97M-V/def2-TZVPD" homo_lumo_gap_ev=9.63 e_homo_ev=-10.0
H 0.995 0.434 -5.717
H 0.057 -0.755 -6.021
O 0.193 0.176 -6.178
H -0.480 1.819 0.265
H -0.571 0.987 -0.798
O 0.115 1.609 -0.468
H -2.624 0.107 0.756
H -2.745 1.292 0.067
O -2.082 0.913 0.673
H -1.588 4.828 0.114
H -2.195 3.475 0.316
O -1.939 4.069 -0.388
H 1.223 4.417 0.272
H 1.636 3.320 -0.669
O 2.008 4.100 -0.210
H -5.256 1.629 2.244
O -5.205 0.996 2.954
H -1.285 -2.341 -3.317
O -2.012 -1.724 -3.472
H -1.044 -2.936 5.453
H -1.045 -4.240 4.625
O -1.426 -3.336 4.669
H -0.858 -1.934 -0.606
H 0.571 -2.172 -1.300
O -0.331 -1.880 -1.442
H 1.785 -1.805 -5.920
H 3.331 -1.989 -5.869
O 2.619 -1.349 -5.811
H -4.911 -0.284 -4.652
H -4.403 -1.092 -3.508
O -4.730 -1.202 -4.417
H 0.393 6.230 -2.338
O -0.393 5.824 -2.728
H -1.345 6.800 -0.333
H -2.694 6.534 0.187
O -1.790 6.655 0.518
H 4.580 -2.702 3.402
H 3.500 -1.766 3.271
O 4.437 -1.750 3.498
H -2.171 -2.922 0.809
H -1.259 -1.714 1.323
O -1.910 -2.001 0.635
H -2.861 -0.930 5.125
H -3.516 0.395 5.378
O -2.960 -0.054 4.729
H 2.894 -3.246 -1.665
H 3.057 -1.763 -1.183
O 2.423 -2.488 -1.265
H 2.924 -4.145 3.940
H 1.862 -3.252 3.310
O 2.569 -3.879 3.087
H -1.099 3.869 4.045
O -0.502 4.635 3.973
H 1.211 -2.765 1.034
H 1.045 -1.376 0.423
O 0.738 -1.936 1.150
H -1.026 1.154 3.517
O -0.796 2.069 3.705
H -2.860 -5.111 -3.364
H -3.472 -3.734 -2.856
O -3.068 -4.569 -2.612
H 6.212 -1.189 0.578
H 5.959 -0.153 -0.602
O 5.652 -0.955 -0.169
H 1.406 1.360 -1.852
H 2.742 0.636 -2.313
O 2.189 1.412 -2.393
H -2.533 -0.718 -1.144
H -2.327 -0.210 -2.548
O -2.690 0.066 -1.680
H -0.661 0.659 -4.380
H -0.376 0.682 -2.944
O -0.953 1.128 -3.576
H 3.142 -0.989 5.094
H 2.206 0.044 4.769
O 2.326 -0.900 4.580
H -2.747 5.103 3.353
H -2.924 3.969 2.484
O -3.381 4.378 3.221
H 1.485 3.613 2.571
H 2.832 3.556 2.068
O 2.382 3.620 2.915
H 0.617 -2.755 -4.330
H 1.344 -4.122 -4.131
O 0.527 -3.705 -4.444
H 5.344 -2.717 -2.137
H 4.853 -3.465 -0.823
O 4.691 -3.307 -1.756
H 3.302 3.095 -2.585
O 3.861 3.671 -2.039
H -3.096 -4.823 0.381
H -2.144 -4.364 -0.777
O -2.186 -4.588 0.166
H 0.106 4.611 4.713
H -4.373 1.051 3.408
H -0.665 2.518 2.878
H -2.389 -1.972 -4.322
H -0.795 5.408 -1.954
H 3.122 4.031 -1.500
O 1.613 -5.256 -2.317
H 0.801 -4.820 -2.038
H 2.091 -5.451 -1.506
O -4.541 -1.856 1.891
H -3.578 -1.900 1.851
H -4.886 -1.868 1.001
O 3.197 -0.016 -0.544
H 3.305 0.950 -0.427
H 4.110 -0.212 -0.224
O -0.091 -5.068 3.300
H -0.299 -4.881 2.380
H 0.623 -5.689 3.401
O 4.101 2.437 0.553
H 3.513 3.211 0.450
H 4.979 2.827 0.503
O 1.079 5.523 1.887
H 1.182 6.340 1.392
H 0.484 5.622 2.646
O -5.025 -0.635 -1.196
H -5.903 -0.322 -0.983
H -4.526 0.191 -1.161

Least stable: run y